Entry 1:
CH5FeO2 | wB97M-V/def2-TZVPD

## Properties
Highest occupied orbital energy (spin up / spin down) (eV): -15.310 / -15.207
LUMO energy (spin up / spin down) (eV): -5.35 / -6.08
Orbital gap (spin up / spin down) (eV): 9.964 / 9.129
⟨S²⟩: 6.01
Total charge: +1
Calculated total energy (a.u.): -1454.97252
Spin multiplicity: 5

The geometry in XYZ format:
```
9
Properties=species:S:1:pos:R:3:lowdin_charge:R:1
O 0.1849 0.1224 0.1376 -0.217
H -0.2316 -0.4863 0.8149 0.173
C 1.5809 -0.1438 -0.0648 -0.049
H 1.7551 -0.1943 -1.1446 0.101
H 2.1768 0.6659 0.3703 0.108
H 1.8428 -1.1027 0.3963 0.115
Fe -1.0180 0.9329 -1.0736 1.086
O -2.7442 0.4653 -1.0823 -0.328
H -3.3972 0.6281 -0.4029 0.011
```

Entry 2:
CH5GaO3 | wB97M-V/def2-TZVPD

## Properties
Highest occupied orbital energy (spin up / spin down) (eV): -27.294 / -27.295
LUMO energy (spin up / spin down) (eV): -20.23 / -20.47
Orbital gap (spin up / spin down) (eV): 7.068 / 6.828
⟨S²⟩: 0.75
Total charge: +3
Calculated total energy (a.u.): -2189.92506
Spin multiplicity: 2

The geometry in XYZ format:
```
10
Properties=species:S:1:pos:R:3:lowdin_charge:R:1
O 2.3311 -0.3859 -0.9052 0.097
Ga 0.6015 -0.6833 -0.3209 1.561
O 3.2627 -0.5578 -0.0302 0.330
H 4.1063 -0.6021 -0.5317 0.255
O -0.6348 0.3533 0.3372 0.005
H -0.3883 1.2686 0.6071 0.227
C -2.0609 0.1878 0.2320 0.075
H -2.2456 -0.7944 -0.2115 0.134
H -2.5019 0.2395 1.2336 0.159
H -2.4701 0.9744 -0.4105 0.157
```

Entry 3:
CH5IOSi | wB97M-V/def2-TZVPD

## Properties
Highest occupied orbital energy (spin up / spin down) (eV): -8.270 / -8.269
LUMO energy (spin up / spin down) (eV): -1.13 / -1.13
Orbital gap (spin up / spin down) (eV): 7.144 / 7.142
Relative energy (zero: lowest compared OMol25 entry of this formula, charge and spin) (kcal per mole): 115.0
Total charge: 0
Calculated total energy (a.u.): -703.41866

The geometry in XYZ format:
```
9
Properties=species:S:1:pos:R:3:lowdin_charge:R:1
C -0.3909 0.7403 -1.3497 -0.363
O -0.5498 -0.4942 -0.7838 -0.435
Si 0.1893 -1.1308 1.5737 0.418
I 2.0701 0.3945 1.6253 0.403
H 0.6232 0.8343 -1.7033 0.036
H -0.4254 1.6646 -0.6750 0.066
H -1.1589 0.8861 -2.1502 0.083
H 0.7262 -2.4341 1.7600 -0.122
H -1.0838 -0.4608 1.7029 -0.088
```